No. 1
DFT (ωB97M-V with the def2-TZVPD basis set) results for a cluster of 3 separate species, C20H33F4I2N2O6S2 in total.

Summary:
**LUMO energy**: -4.8 eV
**Total charge**: +1
**E_HOMO**: -11.42 eV
**Kohn-Sham gap**: 0.2424 hartree
**ΔE to the lowest compared entry with this formula, charge and spin**: 1.772 eV

Positions of all 69 atoms, in Å:
C: 5.029 0.187 5.467
C: 4.511 -0.466 4.148
I: 3.785 -2.512 4.326
C: 4.499 0.152 2.920
I: 5.154 2.176 2.670
C: 3.971 -0.727 1.743
N: 4.893 -1.574 1.171
C: 4.580 -2.448 0.144
C: 3.236 -2.491 -0.370
C: 2.859 -3.495 -1.503
F: 3.908 -4.360 -1.665
F: 1.754 -4.201 -1.078
F: 2.536 -2.838 -2.650
C: 2.197 -1.591 0.217
F: 0.931 -1.654 -0.235
C: 2.555 -0.677 1.304
C: 1.605 0.298 2.058
C: 0.360 0.818 1.225
C: -0.985 0.282 1.881
C: -1.064 -1.285 2.018
C: -2.065 -1.794 3.151
N: -1.246 -2.077 4.380
H: 5.403 -0.658 6.117
H: 5.896 0.877 5.314
H: 4.152 0.651 5.988
H: 5.855 -1.586 1.531
H: 5.410 -3.105 -0.225
H: 1.244 -0.126 3.031
H: 2.225 1.207 2.323
H: 0.423 0.645 0.122
H: 0.325 1.940 1.358
H: -1.826 0.601 1.194
H: -1.187 0.831 2.851
H: -0.080 -1.794 2.208
H: -1.445 -1.702 1.038
H: -2.885 -1.073 3.387
H: -2.447 -2.809 2.835
H: -0.570 -2.810 4.146
H: -0.701 -1.239 4.615
O: -0.870 3.110 -0.855
S: -0.044 3.937 -1.690
O: -0.112 5.364 -1.638
O: -0.205 3.459 -3.210
C: -1.528 3.395 -3.767
C: -2.054 4.771 -4.128
C: 1.644 3.449 -1.489
H: -2.208 2.878 -3.085
H: -1.461 2.791 -4.674
H: -2.220 5.375 -3.235
H: -3.001 4.691 -4.663
H: -1.336 5.307 -4.752
H: 1.713 2.366 -1.571
H: 1.967 3.773 -0.500
H: 2.245 3.936 -2.254
O: -3.926 0.826 -2.840
S: -3.542 -0.545 -3.025
O: -3.707 -1.216 -4.278
O: -4.210 -1.434 -1.866
C: -5.633 -1.367 -1.691
C: -6.369 -2.165 -2.749
C: -1.862 -0.738 -2.505
H: -5.969 -0.327 -1.674
H: -5.848 -1.790 -0.708
H: -6.248 -1.715 -3.736
H: -7.437 -2.206 -2.526
H: -5.978 -3.182 -2.808
H: -1.737 -0.269 -1.531
H: -1.229 -0.247 -3.244
H: -1.627 -1.800 -2.461


No. 2
DFT (ωB97M-V with the def2-TZVPD basis set) results for a structure of composition C5H11NO.

Summary:
**LUMO energy**: 1.0 eV
**E_HOMO**: -9.18 eV
**Kohn-Sham gap**: 0.3757 hartree
**ΔE to the lowest compared entry with this formula, charge and spin**: 2.557 eV

Positions of all 18 atoms, in Å:
C: -1.949 -0.001 -0.965
C: -1.060 0.893 -0.123
C: -1.231 0.702 1.321
N: 0.641 -0.925 0.785
C: 1.285 -0.280 -0.112
O: 0.675 0.726 -0.727
C: 2.727 -0.642 -0.491
H: -2.809 0.477 -1.458
H: -1.245 -0.323 -1.720
H: -2.311 -0.879 -0.413
H: -1.024 1.942 -0.381
H: -2.183 1.293 1.187
H: -0.518 1.238 1.951
H: -1.477 -0.296 1.693
H: 1.178 -1.684 1.174
H: 2.938 -0.472 -1.548
H: 2.910 -1.704 -0.267
H: 3.453 -0.065 0.095


No. 3
DFT (ωB97M-V with the def2-TZVPD basis set) results for a structure of composition C15H13BCl3CrF6N2O5S3Si.

Summary:
**LUMO energy (alpha / beta)**: 2.4 / 2.3 eV
**Expectation value of S²**: 6.037
**Total charge**: -1
**E_HOMO (alpha / beta)**: -6.44 / -6.21 eV
**Kohn-Sham gap (alpha / beta)**: 0.3251 / 0.3124 hartree
**2S+1**: 5

Positions of all 50 atoms, in Å:
Cr: -4.012 -0.079 -0.477
F: -3.006 4.438 1.143
C: -2.193 4.030 0.199
F: -1.626 5.121 -0.366
F: -1.249 3.277 0.763
S: -2.986 3.023 -1.183
O: -2.861 1.699 -0.562
O: -2.157 3.340 -2.291
N: -4.437 3.498 -1.433
S: -5.747 2.790 -0.935
O: -6.851 3.037 -1.781
O: -5.553 1.391 -0.498
C: -6.125 3.805 0.627
F: -5.584 3.237 1.669
F: -5.613 5.041 0.457
F: -7.455 3.917 0.806
B: -0.376 -2.944 -0.477
C: -1.602 -1.972 -0.298
N: -2.601 -1.423 -0.386
H: -0.170 -3.569 0.534
H: 0.645 -2.307 -0.904
H: -0.665 -3.626 -1.393
O: 3.092 -1.791 2.823
S: 2.615 -1.521 1.449
C: 3.602 -2.593 0.460
C: 3.234 -3.895 0.387
C: 4.076 -4.855 -0.210
C: 5.251 -4.429 -0.786
C: 5.564 -3.089 -0.829
C: 4.736 -2.154 -0.224
C: 3.302 0.031 0.940
C: 2.759 0.537 -0.220
C: 3.196 1.754 -0.669
C: 4.141 2.484 0.028
C: 4.520 2.000 1.331
C: 4.154 0.764 1.765
H: 2.304 -4.251 0.833
H: 3.799 -5.886 -0.275
H: 5.861 -5.141 -1.299
H: 6.416 -2.678 -1.330
H: 4.920 -1.079 -0.245
H: 1.941 0.062 -0.812
H: 2.778 2.187 -1.588
H: 4.634 3.367 -0.366
H: 5.229 2.556 1.914
H: 4.536 0.320 2.650
Cl: -5.026 -3.281 1.315
Si: -5.688 -1.768 0.040
Cl: -6.713 -2.757 -1.462
Cl: -7.011 -0.618 1.163


No. 4
DFT (ωB97M-V with the def2-TZVPD basis set) results for the molecule C3H4N2O2.

Summary:
**LUMO energy**: 0.6 eV
**SMILES string**: Nc1coc(=O)[nH]1
**E_HOMO**: -8.42 eV
**Kohn-Sham gap**: 0.3332 hartree
**ΔE to the lowest compared entry with this formula, charge and spin**: 1.379 eV

Positions of all 11 atoms, in Å:
N: -1.827 -0.468 0.026
C: -0.528 0.040 0.070
C: 0.012 1.259 0.179
O: 1.403 1.174 0.059
C: 1.742 -0.135 -0.074
O: 2.862 -0.554 -0.191
N: 0.545 -0.860 -0.064
H: -1.859 -1.223 -0.652
H: -2.525 0.227 -0.222
H: -0.375 2.241 0.375
H: 0.549 -1.702 0.494


No. 5
DFT (ωB97M-V with the def2-TZVPD basis set) results for a cluster of 2 separate species, C3H3NO in total.

Summary:
**LUMO energy**: 0.8 eV
**SMILES string**: N=C=O.C#C
**E_HOMO**: -10.68 eV
**Kohn-Sham gap**: 0.4225 hartree
**ΔE to the lowest compared entry with this formula, charge and spin**: 1.842 eV

Positions of all 8 atoms, in Å:
N: 1.659 1.165 0.580
C: 2.002 0.235 -0.062
O: 2.174 -0.737 -0.699
H: 2.079 2.034 0.927
C: -1.669 -1.150 -0.025
C: -2.216 -0.129 -0.264
H: -1.171 -2.125 0.215
H: -2.857 0.707 -0.672


No. 6
DFT (ωB97M-V with the def2-TZVPD basis set) results for a cluster of 2 separate species, C6H13N3OS in total.

Summary:
**LUMO energy**: 0.6 eV
**E_HOMO**: -5.23 eV
**Kohn-Sham gap**: 0.2152 hartree
**ΔE to the lowest compared entry with this formula, charge and spin**: 1.442 eV

Positions of all 24 atoms, in Å:
C: -2.211 -1.051 -0.310
C: 1.044 -1.453 -0.235
C: -0.038 2.352 -1.346
C: -0.306 0.305 1.988
C: -0.479 1.976 0.065
C: -0.140 0.582 0.516
N: 1.829 -1.894 -1.318
N: 0.686 -0.176 -0.258
N: 1.126 -2.227 0.923
O: -1.454 -1.919 -0.548
S: -3.403 -0.075 -0.097
H: 1.048 2.389 -1.422
H: -0.423 3.340 -1.588
H: -0.430 1.658 -2.087
H: -0.765 1.173 2.455
H: -0.967 -0.542 2.194
H: 0.654 0.122 2.478
H: -1.570 2.092 0.132
H: -0.049 2.707 0.763
H: 1.489 -1.584 -2.222
H: 1.978 -2.893 -1.309
H: 0.881 0.254 -1.153
H: 1.020 -3.216 0.742
H: 0.481 -1.920 1.635


| no. | energy (eV) |
| --- | --- |
| 1 | -85272.91869 |
| 2 | -8899.14033 |
| 3 | -152342.04024 |
| 4 | -10250.88621 |
| 5 | -6694.64952 |
| 6 | -23784.13712 |